Run i
{"formula": "C3H5F2NS", "method": "ωB97M-V/def2-TZVPD", "lumo_energy_ev": 0.63, "orbital_gap_ev": 9.0, "e_homo_ev": -8.4, "elements": ["C", "C", "C", "N", "F", "F", "S", "H", "H", "H", "H", "H"], "positions_angstrom": [[-0.53, -1.24, -0.86], [-0.22, 0.99, 0.11], [0.55, -2.09, 0.59], [-0.80, 0.02, -0.81], [1.84, -1.73, 0.72], [-0.12, -1.86, 1.73], [-1.07, -2.45, -1.71], [-0.93, 1.91, 0.00], [-0.30, 0.53, 1.10], [0.90, 1.36, 0.02], [0.48, -3.20, 0.39], [-1.36, 0.37, -1.61]]}

Run ii
{"formula": "C3H5F2NS", "method": "ωB97M-V/def2-TZVPD", "lumo_energy_ev": -1.33, "orbital_gap_ev": 8.2, "e_homo_ev": -9.6, "elements": ["C", "C", "C", "N", "F", "F", "S", "H", "H", "H", "H", "H"], "positions_angstrom": [[0.42, 1.01, 0.54], [-0.98, -0.70, -1.06], [-0.67, -0.03, 0.29], [1.70, 0.66, 0.58], [-1.73, -0.14, 1.05], [0.57, -1.76, 0.91], [-0.12, 2.54, 0.56], [-1.86, -0.12, -1.55], [-0.07, -0.81, -1.80], [-1.52, -1.67, -0.92], [1.96, -0.30, 0.55], [2.30, 1.33, 0.84]]}

run i wins, 0.497 eV ahead of the next structure.

Run i
{"formula": "C20H21N3O3", "method": "ωB97M-V/def2-TZVPD", "lumo_energy_ev": 0.67, "orbital_gap_ev": 7.5, "e_homo_ev": -6.9, "elements": ["C", "H", "H", "H", "O", "C", "O", "N", "N", "C", "C", "C", "N", "C", "C", "C", "C", "C", "C", "H", "H", "H", "H", "C", "H", "C", "C", "O", "C", "C", "C", "C", "C", "C", "H", "H", "H", "H", "H", "H", "H", "H", "H", "H", "H", "H", "H"], "positions_angstrom": [[-6.91, -0.54, 0.16], [-6.75, 0.52, 0.28], [-7.17, -0.98, 0.93], [-7.56, -0.76, -0.80], [-5.65, -1.21, -0.39], [-4.70, -0.24, -0.11], [-4.85, 0.88, 0.32], [-3.52, -0.79, -0.62], [-2.27, -0.34, -0.67], [-1.84, 0.79, -0.32], [-0.56, 1.43, -0.38], [0.45, 0.54, -0.87], [1.74, 0.97, -0.85], [1.46, 2.51, -0.28], [2.27, 3.49, -0.23], [1.64, 4.66, 0.44], [0.37, 4.64, 0.58], [-0.55, 3.67, 0.40], [0.14, 2.63, -0.17], [-1.60, 3.87, 0.60], [-0.12, 5.74, 0.76], [2.22, 5.65, 0.65], [3.34, 3.55, -0.20], [2.96, 0.63, -0.77], [2.92, -0.04, -1.94], [3.65, -0.02, 0.35], [4.26, -1.58, 0.09], [3.47, -2.11, -0.69], [2.16, -2.73, -0.02], [1.35, -3.22, -0.99], [0.09, -3.51, -0.70], [-0.30, -3.61, 0.57], [0.68, -3.07, 1.63], [1.88, -2.80, 1.19], [2.57, -2.39, 1.96], [0.44, -2.89, 2.70], [-1.22, -3.91, 0.84], [-0.63, -3.97, -1.11], [1.58, -3.16, -2.09], [4.44, -1.72, 1.13], [5.21, -1.33, -0.38], [4.15, 0.69, 1.08], [2.63, -0.23, 1.07], [3.64, 1.21, -1.30], [0.44, -0.53, -1.13], [-2.43, 1.54, -0.01], [-3.51, -1.89, -0.70]]}

Run ii
{"formula": "C20H21N3O3", "method": "ωB97M-V/def2-TZVPD", "lumo_energy_ev": 0.52, "smiles": "CCCNC(=O)COc1ccc(-c2nn(C)c(=O)c3ccccc23)cc1", "orbital_gap_ev": 8.5, "e_homo_ev": -8.0, "elements": ["C", "H", "C", "H", "H", "C", "N", "C", "O", "C", "O", "C", "C", "C", "C", "C", "C", "H", "H", "C", "N", "N", "C", "O", "C", "C", "C", "C", "C", "C", "H", "H", "H", "H", "C", "H", "H", "H", "H", "H", "H", "H", "H", "H", "H", "H", "H"], "positions_angstrom": [[5.46, 1.79, 5.03], [5.50, 2.42, 4.15], [4.22, 2.11, 5.85], [4.19, 1.48, 6.74], [4.25, 3.15, 6.19], [2.93, 1.91, 5.05], [2.75, 0.53, 4.66], [2.82, 0.12, 3.37], [2.95, 0.87, 2.43], [2.72, -1.41, 3.22], [2.64, -1.81, 1.88], [1.56, -1.43, 1.14], [1.62, -1.77, -0.22], [0.58, -1.45, -1.06], [-0.55, -0.79, -0.58], [-0.61, -0.49, 0.77], [0.43, -0.80, 1.63], [0.35, -0.52, 2.67], [-1.49, 0.01, 1.16], [-1.67, -0.45, -1.47], [-2.85, -0.77, -1.03], [-3.93, -0.54, -1.78], [-3.94, -0.02, -3.05], [-4.98, 0.08, -3.67], [-2.62, 0.38, -3.54], [-2.51, 1.00, -4.79], [-1.28, 1.44, -5.24], [-0.16, 1.29, -4.43], [-0.25, 0.68, -3.20], [-1.48, 0.19, -2.74], [0.62, 0.60, -2.57], [0.80, 1.67, -4.77], [-1.20, 1.91, -6.21], [-3.41, 1.12, -5.38], [-5.19, -0.94, -1.18], [-4.97, -1.45, -0.25], [-5.72, -1.59, -1.87], [-5.80, -0.06, -1.00], [0.64, -1.74, -2.10], [2.50, -2.28, -0.58], [3.64, -1.86, 3.60], [1.87, -1.79, 3.81], [2.71, -0.16, 5.40], [2.97, 2.49, 4.12], [2.07, 2.23, 5.64], [6.36, 1.96, 5.62], [5.45, 0.75, 4.71]]}

run ii wins, 15.240 eV ahead of the next structure.

Run i
{"formula": "C20H22N4O3", "method": "ωB97M-V/def2-TZVPD", "lumo_energy_ev": 0.64, "smiles": "CCNC(=O)C[C@@H]1C(=O)N(c2ccc(C)cc2)C(=O)N1Cc1ccccn1", "orbital_gap_ev": 9.5, "e_homo_ev": -8.8, "elements": ["C", "H", "H", "C", "N", "C", "O", "C", "H", "H", "C", "N", "C", "O", "N", "C", "O", "C", "C", "C", "C", "C", "C", "H", "H", "C", "H", "H", "H", "H", "H", "C", "C", "N", "C", "C", "C", "C", "H", "H", "H", "H", "H", "H", "H", "H", "H", "H", "H"], "positions_angstrom": [[-2.12, -0.34, -4.90], [-2.80, -0.58, -5.71], [-1.44, 0.44, -5.24], [-1.34, -1.59, -4.50], [-0.43, -1.31, -3.41], [-0.53, -1.90, -2.20], [-1.32, -2.79, -1.95], [0.50, -1.43, -1.17], [0.23, -1.91, -0.22], [1.48, -1.81, -1.48], [0.63, 0.08, -0.96], [-0.43, 0.69, -0.21], [-0.01, 1.17, 0.98], [-0.69, 1.73, 1.81], [1.37, 0.91, 1.08], [1.84, 0.31, -0.05], [2.98, 0.00, -0.30], [2.16, 1.25, 2.21], [1.95, 2.46, 2.87], [2.72, 2.77, 3.97], [3.71, 1.91, 4.43], [3.91, 0.72, 3.75], [3.14, 0.38, 2.65], [3.30, -0.56, 2.14], [4.67, 0.03, 4.09], [4.55, 2.29, 5.61], [3.93, 2.71, 6.40], [5.07, 1.42, 6.00], [5.29, 3.03, 5.32], [2.55, 3.71, 4.48], [1.18, 3.13, 2.52], [-1.75, 0.96, -0.73], [-2.64, -0.26, -0.75], [-3.33, -0.45, -1.87], [-4.12, -1.51, -1.94], [-4.26, -2.43, -0.91], [-3.55, -2.21, 0.26], [-2.73, -1.10, 0.35], [-2.16, -0.89, 1.24], [-3.63, -2.90, 1.09], [-4.91, -3.28, -1.02], [-4.66, -1.63, -2.87], [-1.68, 1.36, -1.75], [-2.19, 1.71, -0.07], [0.78, 0.60, -1.92], [0.26, -0.60, -3.57], [-0.76, -1.97, -5.35], [-2.02, -2.36, -4.15], [-2.69, 0.02, -4.05]]}

Run ii
{"formula": "C20H22N4O3", "method": "ωB97M-V/def2-TZVPD", "lumo_energy_ev": 0.05, "smiles": "COc1cccc(Cc2noc(-c3cccnc3OC3CCNCC3)n2)c1", "orbital_gap_ev": 8.4, "e_homo_ev": -8.4, "elements": ["N", "N", "N", "O", "O", "O", "C", "C", "C", "C", "C", "C", "C", "C", "C", "C", "C", "C", "C", "N", "C", "C", "C", "C", "C", "C", "C", "H", "H", "H", "H", "H", "H", "H", "H", "H", "H", "H", "H", "H", "H", "H", "H", "H", "H", "H", "H", "H", "H"], "positions_angstrom": [[0.97, 0.74, -2.45], [0.29, 2.46, -1.16], [3.96, -1.53, 0.52], [1.35, 1.75, -0.49], [-4.29, -0.46, -0.16], [2.81, 0.39, 1.26], [1.68, 0.74, -1.35], [0.07, 1.77, -2.22], [4.31, -2.37, -0.48], [3.17, -0.48, 0.23], [3.89, -2.23, -1.79], [-3.52, -0.85, -3.73], [-4.05, -1.04, -2.46], [3.08, -1.15, -2.10], [-2.56, 0.19, -3.95], [-2.81, 0.83, -1.63], [-3.72, -0.21, -1.38], [2.70, -0.27, -1.05], [-2.18, 1.02, -2.90], [-0.34, 0.13, 3.60], [-4.20, 0.53, 0.87], [-1.09, 2.03, -3.10], [0.30, -1.17, 3.57], [0.43, 1.32, 3.19], [1.28, -1.23, 2.41], [1.92, 1.04, 3.37], [2.42, -0.17, 2.53], [4.95, -3.17, -0.18], [4.12, -2.95, -2.54], [-3.77, -1.54, -4.53], [-4.76, -1.85, -2.35], [2.69, -1.02, -3.14], [-2.01, 0.22, -4.89], [-2.51, 1.54, -0.83], [-0.85, 0.32, 4.47], [-3.19, 0.52, 1.27], [-4.53, 1.50, 0.49], [-4.84, 0.22, 1.71], [-1.46, 3.04, -2.85], [-0.77, 2.05, -4.12], [-0.42, -1.98, 3.37], [0.81, -1.38, 4.50], [0.20, 1.56, 2.13], [0.16, 2.16, 3.81], [1.77, -2.21, 2.38], [0.67, -1.06, 1.51], [2.13, 0.85, 4.42], [2.45, 1.99, 3.15], [3.27, -0.60, 3.06]]}

run i wins, 4.173 eV ahead of the next structure.

Run i
{"formula": "C2H6NO", "method": "ωB97M-V/def2-TZVPD", "lumo_energy_ev": 4.72, "smiles": "CNC[O-]", "orbital_gap_ev": 6.9, "e_homo_ev": -2.2, "charge": -1, "elements": ["C", "N", "C", "O", "H", "H", "H", "H", "H", "H"], "positions_angstrom": [[0.30, 0.79, 0.89], [0.45, 0.34, -0.49], [-0.27, -0.98, -0.72], [-1.58, -0.86, -0.90], [-0.72, 1.14, 1.10], [0.95, 1.65, 1.09], [0.60, -0.04, 1.53], [-0.05, 0.99, -1.09], [0.03, -1.59, 0.18], [0.29, -1.44, -1.58]]}

Run ii
{"formula": "C2H6NO", "method": "ωB97M-V/def2-TZVPD", "lumo_energy_ev": 4.44, "smiles": "CNC[O-]", "orbital_gap_ev": 6.7, "e_homo_ev": -2.3, "charge": -1, "elements": ["C", "N", "C", "O", "H", "H", "H", "H", "H", "H"], "positions_angstrom": [[-0.59, 0.58, 0.98], [-0.68, 0.01, -0.42], [0.73, -0.65, -0.81], [1.06, -0.58, -2.13], [0.26, 1.31, 1.27], [-1.45, 1.20, 1.08], [-0.63, -0.29, 1.81], [-0.55, 0.64, -1.30], [1.27, -0.40, 0.10], [0.58, -1.80, -0.58]]}

run i wins, 1.306 eV ahead of the next structure.